Density functional theory data (ωB97M-V/def2-TZVPD) for a 2-piece molecular cluster, C3N3O2 overall at a distorted geometry.

Results
Frontier orbital gap (eV): 7.8
Spin multiplicity: 1
Largest force on an atom (eV/Å): 3.900
E_LUMO (eV): 3.50
E_HOMO (eV): -4.34
Net charge: -1
Electronic energy (eV): -11677.8892

```
8
Properties=species:S:1:pos:R:3:forces:R:3:mulliken_charge:R:1
C 0.8819 1.3802 0.1367 0.42 -0.55 -0.20 0.44
C 0.3584 -0.0143 -1.7187 -0.21 0.03 -0.23 0.42
C -1.0055 -1.0576 1.2577 -0.26 0.00 0.30 0.72
N 1.3423 2.0897 0.9228 0.45 1.35 0.66 -0.63
N 0.1919 -0.5385 -2.7409 0.19 -0.12 -0.74 -0.63
N 0.3698 0.3955 -0.5033 -0.82 -0.56 0.58 -0.56
O -1.2365 -0.3094 2.0778 -0.36 2.72 2.20 -0.38
O -0.9023 -1.9456 0.5680 0.58 -2.88 -2.56 -0.37
```
Forces are in eV/Å.